Record 1
This record from the Open Molecules 2025 dataset describes a structure of composition C50H76MoN3O2P3S2 at a distorted geometry. The level of theory is ωB97M-V/def2-TZVPD.

```
137
Properties=species:S:1:pos:R:3
Mo -0.6712 -0.2841 -0.3648
S 0.0562 1.2822 1.1131
C 0.0282 2.8541 0.3577
C 0.3817 3.9969 1.0814
C 0.3387 5.2324 0.4659
C -0.0629 5.3385 -0.8676
C -0.4133 4.2119 -1.5873
C -0.3562 2.9584 -0.9749
S -0.7628 1.5113 -1.8682
H 0.6761 3.9023 2.1199
H 0.6079 6.1219 1.0193
H -0.0999 6.3106 -1.3410
H -0.7227 4.2892 -2.6223
C -1.0177 -3.8825 0.8085
P -1.3352 -2.1660 1.3338
C -3.1643 -2.1537 1.4280
N -3.7322 -3.2109 1.9570
C -5.0557 -3.1478 2.2269
C -5.7185 -4.2703 2.7791
C -7.0326 -4.1655 3.1216
C -7.7424 -2.9494 2.9349
C -7.1330 -1.8584 2.3930
C -5.7718 -1.9429 2.0126
N -5.1747 -0.8869 1.4152
C -3.9150 -1.0023 1.0737
P -3.1108 0.3841 0.1554
C -3.2093 1.6746 1.4369
C -4.2811 1.0113 -1.2208
C -5.7519 0.7018 -0.9230
C -4.1294 2.5442 -1.2555
C -3.9641 0.4370 -2.6127
C -0.7551 -2.1278 3.1058
C -0.9994 -0.7450 3.7102
C -1.4509 -3.1630 3.9966
C 0.7510 -2.4185 3.0360
H -1.3244 -4.5570 1.6032
H 0.0364 -4.0371 0.5929
H -1.6094 -4.1118 -0.0754
H -5.1555 -5.1822 2.9267
H -7.5493 -5.0143 3.5492
H -8.7830 -2.8984 3.2263
H -7.6581 -0.9266 2.2310
H -4.2574 1.8389 1.6891
H -2.7542 2.6018 1.0963
H -2.6767 1.3216 2.3174
H -6.0900 1.1174 0.0233
H -5.9587 -0.3675 -0.9186
H -6.3409 1.1530 -1.7258
H -4.5323 3.0168 -0.3621
H -4.7085 2.9101 -2.1043
H -3.0995 2.8731 -1.3967
H -4.5065 -0.4931 -2.7880
H -2.9084 0.2653 -2.8010
H -4.3079 1.1495 -3.3635
H -2.0341 -0.4189 3.5746
H -0.3319 0.0111 3.3031
H -0.8224 -0.7989 4.7867
H -2.4621 -2.8532 4.2570
H -0.8766 -3.2366 4.9233
H -1.5063 -4.1594 3.5649
H 1.2743 -1.7420 2.3525
H 0.9496 -3.4487 2.7354
H 1.1819 -2.2836 4.0308
O 1.3127 -0.8086 -0.8618
C 1.7693 -0.8862 -2.2292
C 1.9706 -2.3292 -2.6626
C 0.9832 -3.2531 -1.9597
C -0.4554 -3.0845 -2.3679
C -0.9855 -4.0076 -3.2644
C -2.3340 -4.0203 -3.5607
C -3.1477 -3.1026 -2.9177
C -2.5550 -2.1907 -2.0740
N -1.2364 -2.1266 -1.8122
H 2.0664 -0.5584 -0.1537
H 2.6920 -0.3142 -2.3017
H 1.0243 -0.3866 -2.8480
H 2.9847 -2.6645 -2.4451
H 1.8389 -2.3845 -3.7455
H 1.0668 -3.0946 -0.8873
H 1.2613 -4.2892 -2.1502
H -0.3211 -4.7415 -3.7004
H -2.7424 -4.7448 -4.2528
H -4.2179 -3.0797 -3.0675
H -3.1770 -1.4680 -1.5719
O 2.8007 -0.1694 0.9410
P 4.0823 0.5682 1.3207
C 4.1032 2.1961 0.4876
C 5.3357 3.1090 0.7217
C 5.5490 4.0793 -0.4434
C 4.2169 4.6505 -0.9098
C 3.3183 3.5436 -1.4907
C 3.7009 2.1440 -0.9898
C 5.4995 -0.5882 1.1095
C 5.1959 -1.6997 0.0882
C 5.4416 -1.2651 -1.3533
C 6.8660 -0.7496 -1.5377
C 7.1393 0.4028 -0.5771
C 6.9107 -0.0269 0.8694
C 3.9798 0.9768 3.0895
C 5.2896 1.5078 3.7320
C 5.9885 0.4431 4.5741
C 5.1030 -0.0152 5.7423
C 3.6095 0.0447 5.3867
C 3.3876 -0.1924 3.8965
H 3.2497 2.6591 1.0052
H 6.2450 2.5336 0.8789
H 5.1742 3.6846 1.6360
H 6.0447 3.5697 -1.2754
H 6.2249 4.8737 -0.1256
H 4.3713 5.4368 -1.6484
H 3.7222 5.1253 -0.0560
H 3.3659 3.5505 -2.5816
H 2.2783 3.7419 -1.2250
H 4.5210 1.7398 -1.5879
H 2.8463 1.4789 -1.1152
H 5.4958 -1.0616 2.0972
H 4.1769 -2.0668 0.2229
H 5.8661 -2.5333 0.3200
H 4.7340 -0.4709 -1.6231
H 5.2532 -2.1034 -2.0282
H 7.0356 -0.4379 -2.5694
H 7.5673 -1.5656 -1.3356
H 6.4730 1.2327 -0.8297
H 8.1573 0.7770 -0.6962
H 7.1506 0.7746 1.5686
H 7.6095 -0.8374 1.1004
H 3.2372 1.7840 3.1049
H 5.0352 2.3510 4.3788
H 5.9718 1.9111 2.9855
H 6.9320 0.8386 4.9510
H 6.2559 -0.4109 3.9462
H 5.2934 0.6066 6.6183
H 5.3761 -1.0334 6.0246
H 3.1974 1.0246 5.6472
H 3.0526 -0.6858 5.9755
H 2.3263 -0.2757 3.6646
H 3.8421 -1.1469 3.6053
```

Computed properties:
Molar mass, u: 1004.17
Total charge: +2
Spin multiplicity: 1
Orbital gap (alpha / beta), eV: 6.4 / 6.5
E_HOMO (alpha / beta), eV: -13.0 / -13.1

Record 2
This record from the Open Molecules 2025 dataset describes the molecule C11H21N3 at a distorted geometry. The level of theory is ωB97M-V/def2-TZVPD.

```
35
Properties=species:S:1:pos:R:3
C -0.7960 -2.7263 0.3900
C 0.1764 -2.6792 -0.5920
C -1.1900 -0.4238 0.9752
C -3.5262 -0.4559 -0.3768
C -1.5016 0.3545 -1.3774
C -2.3831 1.6647 0.5939
C 1.8584 1.5493 0.0388
C 2.5376 -0.4824 1.5390
C 3.3249 -0.3292 -0.8386
C -2.1931 0.2187 -0.0083
C 2.2156 0.0400 0.1373
N -0.9551 -1.6586 1.2225
N 1.1153 -1.7701 -0.6643
N 0.9452 -0.6334 -0.1648
H -1.1937 -3.7684 0.6390
H 0.1684 -3.6071 -1.1186
H -0.8029 0.2073 1.7502
H -3.2716 -1.2397 -0.9595
H -4.0765 0.2209 -0.8701
H -4.0032 -0.7176 0.5764
H -2.0074 0.9427 -2.1689
H -0.5942 0.7831 -1.3431
H -1.2208 -0.6934 -1.6410
H -2.4682 1.7531 1.6002
H -3.2231 2.0740 0.0897
H -1.5672 2.2462 0.4342
H 2.7482 2.0486 0.3043
H 1.6759 1.8802 -0.9308
H 0.9019 1.5979 0.6794
H 2.5253 -1.6125 1.4076
H 1.7568 0.0333 2.2651
H 3.5997 -0.1035 1.9098
H 3.5874 0.5798 -1.4972
H 4.2892 -0.7732 -0.4054
H 2.9791 -1.0708 -1.4803
```

Computed properties:
Molar mass, u: 195.31
Spin multiplicity: 1
Orbital gap, eV: 8.2
SMILES string: CC(C)(C)\C=N/C=C\N=N\C(C)(C)C
E_HOMO, eV: -7.7